# C27H46BrNP2SV

A molecular structure, C27H46BrNP2SV (ωB97M-V/def2-TZVPD, OMol25).

Last column: Löwdin charge in e.
Geometry (Å):
N1 -7.09 5.61 -5.32  0.0645
C1 -6.70 6.17 -4.16  -0.1310
C2 -5.93 5.51 -3.19  -0.0198
C3 -5.53 4.17 -3.40  -0.2251
C4 -5.94 3.59 -4.62  -0.0187
C5 -6.71 4.33 -5.52  -0.1320
C6 -4.73 3.49 -2.39  -0.0234
V1 0.16 -0.13 1.59  0.3806
P1 6.37 -1.07 0.54  1.2537
C7 -3.52 2.89 -2.59  -0.0319
C8 -2.70 2.20 -1.59  -0.1887
C9 -1.59 1.44 -2.02  -0.0182
C10 -0.77 0.77 -1.11  -0.1402
C11 -1.02 0.82 0.28  -0.3310
C12 -2.14 1.58 0.71  -0.1271
C13 -2.96 2.25 -0.20  -0.0045
Br1 1.65 -1.34 3.27  0.1417
H1 -5.17 3.48 -1.39  0.1206
H2 -3.09 2.91 -3.60  0.1250
H3 -5.65 6.04 -2.27  0.1151
H4 -5.68 2.55 -4.87  0.1133
H5 -7.01 7.21 -4.00  0.1143
H6 -7.03 3.88 -6.47  0.1136
H7 -1.37 1.39 -3.09  0.1226
H8 -3.81 2.83 0.18  0.1173
H9 0.08 0.19 -1.49  0.0898
H10 -2.37 1.65 1.78  0.0661
P2 -0.30 -2.18 0.58  0.8951
C14 5.78 0.70 0.67  -0.3755
C15 6.83 1.73 0.22  -0.1456
H11 5.45 0.91 1.71  0.0939
H12 4.88 0.78 0.03  0.0929
H13 6.66 2.71 0.69  0.0895
H14 7.85 1.41 0.49  0.0761
H15 6.80 1.86 -0.88  0.0829
C16 5.50 -1.50 -1.08  -0.3759
C17 6.14 -2.66 -1.85  -0.1453
H16 5.54 -0.58 -1.69  0.0888
H17 4.43 -1.71 -0.88  0.0857
H18 5.86 -2.62 -2.92  0.0890
H19 7.24 -2.62 -1.79  0.0779
H20 5.82 -3.64 -1.46  0.0818
C18 5.20 -1.86 1.79  -0.3903
C19 5.87 -2.23 3.12  -0.1438
H21 4.71 -2.74 1.33  0.0914
H22 4.41 -1.11 1.97  0.0323
H23 5.30 -3.03 3.63  0.0881
H24 6.90 -2.60 2.97  0.0747
H25 5.92 -1.36 3.79  0.0851
C20 -0.24 -3.57 1.81  -0.4187
C21 -1.39 -4.58 1.86  -0.1236
H26 -0.16 -3.04 2.78  -0.0122
H27 0.74 -4.07 1.65  0.0827
H28 -2.32 -4.11 2.21  0.0704
H29 -1.59 -5.04 0.87  0.0791
H30 -1.14 -5.39 2.56  0.0906
C22 0.81 -2.67 -0.83  -0.3559
C23 0.25 -2.66 -2.26  -0.1291
H31 1.17 -3.68 -0.57  0.0863
H32 1.71 -2.02 -0.74  0.0599
H33 -0.23 -3.63 -2.50  0.0919
H34 -0.49 -1.86 -2.42  0.0525
H35 1.07 -2.51 -2.98  0.0856
C24 -2.03 -2.08 -0.10  -0.3638
C25 -3.17 -1.59 0.80  -0.1138
H36 -2.24 -3.10 -0.45  0.0912
H37 -1.92 -1.47 -1.02  0.0600
H38 -3.91 -1.01 0.23  0.0942
H39 -3.69 -2.42 1.30  0.0776
H40 -2.76 -0.93 1.59  0.0202
C26 -2.21 0.36 5.07  -0.3079
S1 -1.17 0.18 3.59  0.6667
C27 -0.24 1.70 3.97  -0.3521
H41 -2.94 -0.48 5.07  0.0586
H42 -2.81 1.30 5.02  0.0703
H43 -1.60 0.27 5.99  0.0726
H44 -0.91 2.59 3.95  0.0748
H45 0.33 1.59 4.91  0.0731
H46 0.51 1.85 3.16  0.0236

Charge ... +2
Spin multiplicity ... 4
Max |F| ... 0.091 hartree/bohr
Relative energy (zero: lowest compared OMol25 entry of this formula, charge and spin) ... 14.75 kcal/mol
⟨S²⟩ ... 3.80
Highest occupied orbital energy (spin up / spin down) ... -12.6 / -12.6 eV